No. 1
DFT (wB97M-V/def2-TZVPD) results for a structure of composition C4H9BO2 at a distorted geometry.

```
16
Properties=species:S:1:pos:R:3:forces:R:3:mulliken_charge:R:1
B -1.480830 0.198101 0.153454 0.041 -0.643 0.591 0.588
C 2.304059 0.843537 -0.134987 2.096 1.692 0.841 -0.621
C 1.080540 0.860638 0.331956 -1.752 3.331 1.028 -0.145
C 0.583921 -1.482231 -0.102231 -1.556 -2.370 1.508 -1.551
C 0.140900 -0.120038 -0.031375 -3.227 0.099 1.841 0.515
O -2.495181 -0.798242 -0.097626 3.387 -0.863 4.297 -0.633
O -1.825448 1.509801 -0.166753 -1.548 1.615 -1.450 -0.652
H 3.033921 1.717668 0.123747 -1.287 -1.991 -1.005 0.236
H 2.519412 -0.044726 -0.689081 1.179 -0.084 -0.380 0.264
H 0.638699 1.789465 0.833957 0.822 -1.412 -0.639 0.228
H -0.163627 -2.230593 0.356368 0.642 1.127 -1.708 0.244
H 0.987064 -1.684967 -1.058660 -0.479 -0.622 -1.665 0.474
H 1.427277 -1.699777 0.464586 1.838 0.123 1.492 0.542
H -1.196213 0.117245 1.618031 0.641 -0.283 -1.917 0.016
H -2.916354 -0.631785 -0.858672 -2.508 0.832 -4.316 0.231
H -2.638140 1.655900 -0.742708 1.710 -0.550 1.483 0.264
```
Positions in Å, forces in eV/Å.

## Properties
HOMO energy: -8.6 eV
Lowest unoccupied orbital energy: -1.07 eV
Kohn-Sham gap: 0.277 Ha
Energy relative to the best compared isomer or geometry (same formula, charge and spin): 4.335 eV

No. 2
DFT (wB97M-V/def2-TZVPD) results for the ion C4H9BrNO with charge +1 at a distorted geometry.

```
16
Properties=species:S:1:pos:R:3:forces:R:3:mulliken_charge:R:1
C -0.931061 0.691334 -1.085100 0.282 -1.183 -2.743 -0.787
N -0.341897 0.232106 0.148949 1.398 -1.888 2.222 0.005
C -1.318630 -0.604526 0.954382 -2.894 1.450 -2.637 -0.951
C 0.962880 -0.566028 -0.043485 -0.659 2.909 -4.393 -0.939
C 2.046187 0.458426 0.194354 1.717 -0.347 2.403 0.728
O 1.906002 1.476742 0.817737 -0.252 -0.913 -1.460 -0.439
Br 3.790609 -0.356914 -0.082224 -0.638 0.550 -0.232 -0.055
H -1.642240 -0.130774 -1.316292 0.530 0.807 -0.749 0.290
H -1.475315 1.587590 -1.007010 -0.677 1.129 0.631 0.382
H -0.168248 0.867658 -1.926419 -1.008 -0.537 1.436 0.350
H -0.027199 1.000109 0.748751 -0.002 0.396 -0.076 0.400
H -1.821759 -1.223786 0.171779 0.642 -0.153 0.975 0.366
H -0.929408 -1.163001 1.747329 0.971 -0.556 1.041 0.390
H -2.165514 0.058497 1.273906 1.020 -0.390 0.074 0.388
H 1.028329 -1.405482 0.537007 0.175 -1.825 1.919 0.465
H 1.087265 -0.921949 -1.133663 -0.604 0.549 1.591 0.406
```
Positions in Å, forces in eV/Å.

## Properties
HOMO energy: -14.8 eV
Lowest unoccupied orbital energy: -4.05 eV
SMILES: C[NH+](C)CC(=O)Br
Net charge: +1
Kohn-Sham gap: 0.396 Ha
Energy relative to the best compared isomer or geometry (same formula, charge and spin): 0.239 eV

No. 3
DFT (wB97M-V/def2-TZVPD) results for a cluster of 2 separate species, C4H9BrO2 in total at a distorted geometry.

```
16
Properties=species:S:1:pos:R:3:forces:R:3:mulliken_charge:R:1
C -0.945571 1.678040 -0.536624 -0.026 0.171 0.211 -1.231
C -0.036310 0.668473 -1.168186 1.366 -1.442 -0.053 -0.184
C -0.335317 -1.854915 0.712720 1.152 4.045 0.593 -0.321
C 0.941350 0.011335 -0.133577 -1.546 -2.680 -1.081 0.132
O -0.926609 -1.248594 1.833081 -2.926 -2.489 -4.032 -0.444
O 2.120928 -0.385381 -0.747968 -3.103 2.523 -2.275 -0.507
Br 1.148824 0.903162 1.524699 0.647 0.534 0.590 -0.209
H -1.375563 1.154449 0.327445 -1.225 0.110 -0.691 0.359
H -1.555385 2.083795 -1.375588 -0.288 -0.194 1.276 0.322
H -0.446929 2.469156 0.037969 0.310 0.198 -0.945 0.353
H 0.513191 1.053261 -2.068692 -0.155 -0.242 0.947 0.344
H -0.626709 -0.221696 -1.525811 0.389 1.047 0.081 0.154
H -1.000564 -1.940599 -0.144554 -0.108 -0.050 0.527 0.283
H 0.346805 -2.655954 0.908918 0.397 -0.349 0.071 0.284
H -0.448179 -0.882244 2.512024 2.703 0.968 1.996 0.296
H 2.626039 -0.832286 -0.155857 2.413 -2.151 2.785 0.367
```
Positions in Å, forces in eV/Å.

## Properties
HOMO energy: -7.7 eV
Lowest unoccupied orbital energy: 0.59 eV
Kohn-Sham gap: 0.305 Ha
Energy relative to the best compared isomer or geometry (same formula, charge and spin): 3.985 eV

No. 4
DFT (wB97M-V/def2-TZVPD) results for an isolated molecule of C4H9BrP2 at a distorted geometry.

```
16
Properties=species:S:1:pos:R:3:forces:R:3:lowdin_spin:R:1
C 0.333333 -0.258553 0.963781 -0.995 0.713 1.965 0.105
C -0.493915 -1.524159 0.831492 -3.592 2.338 -0.238 0.086
C -0.902718 -0.221704 -1.886978 0.287 -0.633 0.075 0.621
C 1.255034 0.186048 -0.051871 1.175 1.647 -0.768 0.614
P -1.766432 -1.185414 -0.738825 0.707 -0.969 1.764 0.179
P 1.465157 1.891453 -0.538639 1.811 0.156 -0.179 0.138
Br -2.966450 0.358754 0.334105 -0.448 0.278 -0.013 0.057
H -0.406640 0.617698 1.202119 1.414 -1.691 -0.185 0.001
H 1.015227 -0.410369 1.823268 -0.495 0.239 0.413 0.038
H -0.078831 -2.478360 0.762774 1.194 -1.307 -0.406 0.002
H -1.221733 -1.541419 1.739060 1.103 -0.107 -1.644 0.000
H -1.502007 0.525702 -2.388420 0.413 0.026 -0.396 0.030
H 0.068724 -0.632763 -2.220347 -0.749 0.694 -0.141 0.030
H 2.139849 -0.350415 -0.327386 0.204 -0.802 -0.080 0.025
H 2.562414 2.456868 0.350043 -1.016 -0.845 -0.838 0.075
H 0.498987 2.566640 0.145823 -1.012 0.263 0.670 0.000
```
Positions in Å, forces in eV/Å.

## Properties
HOMO energy (alpha / beta): -7.2 / -9.2 eV
Lowest unoccupied orbital energy (alpha / beta): 0.69 / -1.28 eV
Spin multiplicity: 3
Kohn-Sham gap (alpha / beta): 0.290 / 0.292 Ha
Energy relative to the best compared isomer or geometry (same formula, charge and spin): 0.000 eV

No. 5
DFT (wB97M-V/def2-TZVPD) results for an isolated molecule of C4H9Cl3Si at a distorted geometry.

```
17
Properties=species:S:1:pos:R:3:forces:R:3:mulliken_charge:R:1
C -0.099288 -1.339006 0.780356 -0.198 -0.272 0.415 -1.890
C 0.005557 0.075805 0.244864 0.556 -0.885 -1.430 1.697
C 1.378027 0.643791 0.568399 0.125 0.144 0.692 -1.760
C -1.146676 0.966437 0.630896 0.229 0.209 -0.343 -1.804
Si -0.137161 -0.210688 -1.670497 -0.064 0.035 -0.378 0.688
Cl -0.686289 -2.178337 -2.202908 0.277 0.996 0.150 -0.262
Cl 1.644153 0.212257 -2.638939 -0.396 -0.196 0.150 -0.255
Cl -1.573115 1.037838 -2.518399 0.409 -0.410 0.119 -0.259
H -1.032463 -1.775468 0.438715 -0.222 -0.234 0.420 0.465
H -0.030444 -1.353328 1.870406 -0.173 0.023 0.061 0.410
H 0.686656 -1.993521 0.403083 0.143 0.086 -0.026 0.443
H 1.540363 0.722294 1.669025 -0.407 0.251 -0.599 0.393
H 1.534195 1.602758 0.075585 0.136 0.111 0.229 0.411
H 2.158185 -0.035372 0.249836 0.199 -0.116 -0.306 0.444
H -1.001183 1.922720 0.141730 -0.204 0.316 -0.039 0.449
H -2.080890 0.545670 0.266817 -0.233 0.083 0.321 0.418
H -1.159629 1.156148 1.691030 -0.177 -0.141 0.565 0.412
```
Positions in Å, forces in eV/Å.

## Properties
HOMO energy: -10.5 eV
Lowest unoccupied orbital energy: 0.55 eV
SMILES: CC(C)(C)[Si](Cl)(Cl)Cl
Kohn-Sham gap: 0.407 Ha
Energy relative to the best compared isomer or geometry (same formula, charge and spin): 0.107 eV

No. 6
DFT (wB97M-V/def2-TZVPD) results for an isolated molecule of C4H9Cl3Si at a distorted geometry.

```
17
Properties=species:S:1:pos:R:3:forces:R:3:mulliken_charge:R:1
C -2.073776 0.900501 -0.170576 0.199 0.073 0.103 -1.239
C -0.581343 0.987486 0.157360 0.058 0.061 -0.178 -0.415
C 0.160960 -0.219401 -0.376743 2.925 -0.082 0.620 -0.045
C -0.233719 -1.534496 0.269108 0.182 0.113 -0.151 -1.445
Si 2.430480 -0.021118 -0.041005 -3.968 0.001 -0.770 0.789
Cl 3.090020 1.476072 -1.229757 0.275 0.305 -0.204 -0.239
Cl 2.758566 0.445985 1.891385 0.169 0.074 0.497 -0.233
Cl 3.358722 -1.741672 -0.522315 0.284 -0.422 -0.073 -0.228
H -2.536857 0.074993 0.362694 -0.124 -0.068 0.018 0.317
H -2.219341 0.746273 -1.238056 -0.073 -0.003 -0.107 0.319
H -2.583314 1.816713 0.117862 -0.080 0.064 0.009 0.373
H -0.168925 1.893942 -0.291447 0.009 0.056 0.070 0.295
H -0.456318 1.063371 1.238499 0.098 0.033 0.070 0.318
H 0.055023 -0.280254 -1.459763 0.206 0.048 -0.107 0.303
H -1.268101 -1.785312 0.041552 -0.130 -0.059 0.015 0.404
H 0.391193 -2.344863 -0.098215 -0.002 -0.151 0.010 0.380
H -0.123265 -1.478219 1.349409 -0.027 -0.043 0.178 0.347
```
Positions in Å, forces in eV/Å.

## Properties
HOMO energy: -9.4 eV
Lowest unoccupied orbital energy: 0.54 eV
SMILES: CC[C@H](C)[Si](Cl)(Cl)Cl
Kohn-Sham gap: 0.366 Ha
Energy relative to the best compared isomer or geometry (same formula, charge and spin): 0.765 eV

Question: Look up the energy relative to the best compared isomer or geometry (same formula, charge and spin) of the fifth one.
Answer: 0.107 eV